{
  "formula": "C18H56O10",
  "method": "wB97M-V/def2-TZVPD",
  "elements": ["O", "O", "O", "O", "O", "O", "O", "O", "O", "O", "C", "C", "C", "C", "C", "C", "C", "C", "C", "C", "C", "C", "C", "C", "C", "C", "C", "C", "H", "H", "H", "H", "H", "H", "H", "H", "H", "H", "H", "H", "H", "H", "H", "H", "H", "H", "H", "H", "H", "H", "H", "H", "H", "H", "H", "H", "H", "H", "H", "H", "H", "H", "H", "H", "H", "H", "H", "H", "H", "H", "H", "H", "H", "H", "H", "H", "H", "H", "H", "H", "H", "H", "H", "H"],
  "coordinates": [[5.152, 0.843, 2.621], [1.818, 0.123, -4.986], [0.514, 4.746, 4.074], [-5.770, -1.251, -0.307], [0.540, -3.445, -1.122], [2.070, -2.395, -3.587], [3.081, 3.662, -2.032], [1.597, -2.165, 3.259], [-0.116, -0.904, 0.466], [-1.294, 4.763, -3.048], [0.057, 0.309, -0.280], [-0.921, 3.272, 2.913], [-0.739, -2.645, 3.698], [0.155, 2.514, 5.034], [-1.736, 3.735, -3.958], [-3.594, -2.139, -0.927], [-1.156, 0.419, -1.151], [-0.131, -4.655, -0.874], [0.948, -0.064, -6.096], [2.031, 4.093, -2.879], [0.776, -1.758, 5.463], [1.382, 0.203, -1.057], [-4.372, -1.162, -0.070], [-4.091, -1.278, 1.430], [2.200, -3.216, -4.749], [-0.457, 3.704, 4.301], [0.421, -1.716, 3.946], [4.116, 0.119, 1.965], [1.397, -2.982, -5.452], [-3.474, -1.871, -1.978], [-0.598, -4.812, 0.103], [-1.280, 4.098, 4.896], [-6.018, -2.167, -0.461], [0.112, -1.089, 6.015], [0.957, 2.249, 4.337], [-3.036, -1.079, 1.664], [-1.432, 2.299, 2.948], [-0.855, 3.411, -4.516], [3.168, -3.101, -5.229], [4.430, -0.922, 1.877], [-2.293, 2.934, -3.483], [-0.429, -3.689, 3.841], [-4.245, -2.322, 1.719], [-1.605, 5.578, -3.446], [0.677, 0.890, -6.547], [1.272, 3.306, -2.931], [1.902, -0.768, -4.593], [-2.062, 0.546, -0.563], [-0.909, -4.872, -1.614], [-4.608, -0.560, 2.061], [-1.248, -0.495, -1.745], [-0.017, -0.453, -5.729], [3.182, 0.133, 2.534], [0.222, -2.691, -0.612], [2.824, 3.462, -1.134], [1.803, -1.485, 5.698], [2.059, -4.258, -4.452], [0.635, -1.044, 1.061], [1.698, 5.074, -2.551], [3.989, 0.467, 0.933], [0.631, -2.785, 5.804], [-0.568, 1.705, 5.099], [2.144, -0.248, -0.425], [1.263, -0.368, -1.984], [0.629, -5.434, -0.974], [-1.152, -2.668, 2.686], [-4.099, -0.139, -0.337], [-2.547, -2.218, -0.601], [1.676, -3.099, 3.484], [-1.569, -2.437, 4.376], [1.204, 4.320, 3.555], [4.831, 1.747, 2.705], [-3.851, -3.205, -0.930], [0.215, 1.147, 0.412], [1.308, -0.759, -6.858], [1.692, 1.173, -1.459], [-1.094, 1.187, -1.925], [-2.385, 4.181, -4.718], [2.352, 4.130, -3.921], [0.524, 2.864, 5.995], [1.615, -2.878, -2.891], [-0.127, 3.006, 2.200], [-1.526, 3.991, 2.365], [0.135, -0.708, 3.647]],
  "lowdin_charge": [-0.119, -0.132, -0.058, -0.046, -0.124, -0.143, -0.131, -0.065, -0.081, -0.133, -0.452, -0.071, -0.069, -0.057, -0.144, -0.066, -0.033, -0.160, -0.180, -0.158, -0.051, -0.019, -0.489, -0.053, -0.129, -0.479, -0.476, -0.165, 0.071, 0.082, 0.077, 0.137, 0.083, 0.073, 0.076, 0.061, 0.074, 0.070, 0.086, 0.082, 0.067, 0.085, 0.082, 0.067, 0.071, 0.060, 0.024, 0.068, 0.075, 0.078, 0.083, 0.077, 0.064, 0.046, 0.059, 0.077, 0.083, 0.075, 0.076, 0.067, 0.076, 0.073, 0.071, 0.071, 0.079, 0.065, 0.119, 0.060, 0.089, 0.089, 0.077, 0.069, 0.083, 0.125, 0.071, 0.072, 0.079, 0.076, 0.082, 0.084, 0.046, 0.067, 0.081, 0.124],
  "smiles": "CC(C)O.CC(C)O.CC(C)O.CC(C)O.CO.CO.CO.CO.CO.CO",
  "e_tot_ha": -1471.64025,
  "largest_force_ev_per_a": 1.832,
  "relative_energy_kcal_mol": 107.2,
  "spin_multiplicity": 1,
  "lumo_ev": 0.26
}

{
  "formula": "C5H10N",
  "method": "wB97M-V/def2-TZVPD",
  "elements": ["N", "C", "C", "C", "C", "C", "H", "H", "H", "H", "H", "H", "H", "H", "H", "H"],
  "coordinates": [[1.506, -0.864, 0.603], [-0.823, 0.158, 0.065], [-0.424, 1.377, -0.297], [0.921, 1.002, -0.983], [-2.124, -0.484, 0.496], [0.748, -0.487, -0.612], [0.680, -1.054, -1.438], [1.075, -1.647, 1.033], [2.442, -1.108, 0.288], [-1.872, -1.259, 1.214], [1.859, 1.425, -0.401], [-0.999, 2.217, -0.081], [0.853, 1.439, -1.944], [1.656, -0.049, 1.231], [-2.821, -0.846, -0.197], [-2.678, 0.179, 1.024]],
  "nbo_charge": [-0.664, 0.060, -0.187, -0.426, -0.672, -0.099, 0.241, 0.449, 0.438, 0.217, 0.190, 0.230, 0.264, 0.460, 0.253, 0.245],
  "total_charge": 1,
  "smiles": "CC1=CC[C@H]1[NH3+]",
  "e_tot_ha": -250.89941,
  "largest_force_ev_per_a": 7.619,
  "relative_energy_kcal_mol": 66.4,
  "spin_multiplicity": 1,
  "lumo_ev": -3.68
}

{
  "formula": "C5H22NO6",
  "method": "wB97M-V/def2-TZVPD",
  "elements": ["O", "O", "O", "O", "O", "O", "N", "C", "C", "C", "C", "C", "H", "H", "H", "H", "H", "H", "H", "H", "H", "H", "H", "H", "H", "H", "H", "H", "H", "H", "H", "H", "H", "H"],
  "coordinates": [[0.859, 2.279, -0.741], [0.028, -2.279, -2.730], [-0.703, 2.073, 1.222], [3.066, 1.275, -0.533], [-2.958, -1.112, -1.569], [-0.908, 1.102, -2.423], [-0.795, -0.249, 0.404], [-1.542, 0.959, 1.043], [-0.151, -2.608, 0.812], [1.625, -0.162, 3.033], [1.449, -0.735, 1.567], [-0.042, -1.085, 1.413], [-2.373, -0.906, -2.365], [2.049, 1.788, -0.661], [1.788, 0.088, 0.890], [1.314, -0.955, 3.779], [0.788, 2.928, -1.408], [-1.081, -2.661, 0.180], [-0.070, 2.262, 0.260], [0.000, 0.977, -2.421], [-1.175, 1.573, -1.664], [-2.339, 1.351, 0.324], [3.331, 1.697, 0.298], [2.256, -1.426, 1.246], [-2.404, -0.752, -0.897], [-0.699, -0.962, 2.284], [0.822, 0.608, 3.047], [-0.125, 0.266, -0.154], [-0.908, -2.242, -2.989], [0.278, -1.350, -2.442], [-0.151, -3.284, 1.647], [2.683, 0.165, 3.187], [-2.101, 0.496, 1.907], [0.574, -2.830, 0.103]],
  "nbo_charge": [-1.111, -0.951, -0.844, -1.082, -0.971, -0.963, -0.713, 0.099, -0.615, -0.614, -0.464, -0.044, 0.461, 0.492, 0.261, 0.178, 0.457, 0.221, 0.507, 0.480, 0.485, 0.123, 0.434, 0.205, 0.495, 0.182, 0.228, 0.376, 0.469, 0.482, 0.186, 0.200, 0.145, 0.206],
  "total_charge": -1,
  "e_tot_ha": -709.88342,
  "largest_force_ev_per_a": 4.007,
  "relative_energy_kcal_mol": 68.5,
  "spin_multiplicity": 1,
  "lumo_ev": 3.33
}

{
  "formula": "C5H10OS",
  "method": "wB97M-V/def2-TZVPD",
  "elements": ["S", "O", "C", "C", "C", "C", "C", "H", "H", "H", "H", "H", "H", "H", "H", "H", "H"],
  "coordinates": [[-1.500, 0.043, -1.342], [1.647, -1.263, 1.942], [0.057, 0.972, -1.217], [1.533, -0.100, 1.675], [-0.998, -1.671, -0.908], [0.377, 1.529, 0.165], [0.214, 0.592, 1.369], [2.426, 0.525, 1.444], [-0.008, -1.623, -0.468], [-0.482, -0.221, 1.190], [-0.206, 2.429, 0.354], [-0.083, 1.800, -1.907], [-0.069, 1.178, 2.238], [1.409, 1.898, 0.186], [-1.785, -2.027, -0.252], [0.852, 0.346, -1.617], [-1.026, -2.289, -1.795]],
  "nbo_charge": [0.157, -0.517, -0.527, 0.453, -0.731, -0.413, -0.526, 0.091, 0.225, 0.237, 0.215, 0.233, 0.239, 0.203, 0.227, 0.214, 0.220],
  "smiles": "CSCCCC=O",
  "e_tot_ha": -669.91170,
  "largest_force_ev_per_a": 1.084,
  "relative_energy_kcal_mol": 15.5,
  "spin_multiplicity": 1,
  "lumo_ev": 0.87
}

{
  "formula": "C2H6NOS2",
  "method": "wB97M-V/def2-TZVPD",
  "elements": ["S", "S", "O", "N", "C", "C", "H", "H", "H", "H", "H", "H"],
  "coordinates": [[2.132, -0.232, -0.609], [3.026, 0.981, 0.641], [0.893, -2.321, 0.146], [0.577, 0.289, -1.079], [-1.272, -0.281, 0.486], [-0.436, 0.848, -0.120], [0.444, -0.608, -1.588], [-0.518, -1.094, 0.844], [-1.807, 0.030, 1.354], [0.179, 1.336, 0.651], [-1.147, 1.608, -0.507], [-2.070, -0.557, -0.218]],
  "nbo_charge": [0.569, -0.581, -0.721, -0.818, -0.665, -0.230, 0.397, 0.296, 0.183, 0.215, 0.172, 0.182],
  "total_charge": -1,
  "e_tot_ha": -1006.03453,
  "largest_force_ev_per_a": 2.115,
  "relative_energy_kcal_mol": 98.4,
  "spin_multiplicity": 1,
  "lumo_ev": [3.35, 3.33]
}